Below is an isolated ion of composition C2H5N4 and charge +1 in a non-equilibrium geometry, with properties calculated with ωB97M-V/def2-TZVPD.

Properties
frontier orbital gap	10.79	eV
net charge	+1
SMILES string	N#C/[N+](N)=C/N
HOMO level	-0.581	Ha
E_LUMO	-5.033	eV

Cartesian coordinates (Å):
C -2.404 -0.311 0.056
C -0.220 -0.984 -0.179
N -3.480 -0.535 0.313
N 1.100 -0.935 -0.126
N -0.746 1.393 0.049
N -1.104 -0.011 -0.098
H -0.745 -1.970 -0.092
H 1.721 -1.700 -0.547
H 1.374 -0.008 -0.214
H -1.589 1.852 0.351
H -0.816 1.920 -0.849

Atomic partial charges in e from the natural (NBO) method, atoms 1 to 4:
1. C 0.331
2. C 0.420
3. N -0.155
4. N -0.679